A structure of composition C20H34N5PdSi3. Source: the OMol25 dataset; level of theory: ωB97M-V/def2-TZVPD.

The geometry in XYZ format:
```
63
C20H34N5PdSi3 (ωB97M-V/def2-TZVPD)
Pd 0.015 -0.128 0.852
N 0.069 -3.237 -1.994
C -1.256 -3.551 -1.808
C -1.795 -2.485 -1.152
N -0.841 -1.539 -0.915
C 0.274 -2.004 -1.435
C 1.517 -1.266 -1.503
N 1.673 -0.041 -1.059
C 2.939 0.333 -1.394
C 3.576 -0.681 -2.048
N 2.659 -1.704 -2.120
H 0.758 -3.855 -2.378
H -1.678 -4.478 -2.156
H -2.813 -2.351 -0.824
H 3.321 1.305 -1.130
H 4.571 -0.779 -2.446
H 2.842 -2.619 -2.487
C 2.300 1.758 4.268
Si 1.648 1.074 2.591
C 3.154 -0.009 2.077
C 1.755 2.605 1.442
C -0.067 0.441 2.979
Si -0.326 -1.415 3.119
C -0.766 -1.635 4.985
C 1.212 -2.546 2.903
C -1.731 -2.503 2.379
Si -1.436 1.463 2.219
C -1.621 2.968 3.405
C -3.184 0.686 2.272
C -1.585 2.379 0.488
C -2.299 3.569 0.300
C -2.407 4.132 -0.961
C -1.795 3.496 -2.033
C -1.109 2.320 -1.774
N -1.004 1.782 -0.567
H 3.264 2.273 4.160
H 2.434 0.944 4.987
H 1.580 2.462 4.695
H 3.991 0.631 1.775
H 2.911 -0.669 1.245
H 3.495 -0.633 2.908
H 2.767 3.025 1.425
H 1.072 3.389 1.787
H 1.462 2.333 0.426
H -0.014 -1.167 5.627
H -0.856 -2.690 5.273
H -1.724 -1.148 5.195
H 2.020 -2.237 3.573
H 1.581 -2.480 1.877
H 0.969 -3.591 3.121
H -2.674 -1.954 2.329
H -1.886 -3.385 3.010
H -1.482 -2.841 1.375
H -1.650 2.605 4.435
H -2.539 3.540 3.225
H -0.772 3.654 3.323
H -3.334 0.132 3.203
H -3.325 0.000 1.434
H -3.948 1.467 2.210
H -2.767 4.047 1.151
H -2.955 5.057 -1.107
H -1.849 3.900 -3.037
H -0.607 1.787 -2.580
```

Lowest unoccupied orbital energy (eV): 2.10
Net charge: -1
Frontier orbital gap (eV): 4.854



A cluster of 2 separate species, C20H35Br2F3NO5P in total. Source: the OMol25 dataset; level of theory: ωB97M-V/def2-TZVPD.

The geometry in XYZ format:
```
67
C20H35Br2F3NO5P (ωB97M-V/def2-TZVPD)
C 4.108 -1.092 -0.732
C 3.492 0.023 0.336
O 2.329 0.762 -0.182
C 1.846 1.775 0.779
C 0.324 2.356 0.403
C -0.760 1.648 1.408
C -2.312 1.637 0.843
C -2.765 0.065 0.740
C -3.897 -0.262 -0.400
C -3.863 0.563 -1.839
C -2.387 0.629 -2.543
C -1.880 -0.750 -3.262
F -1.072 -0.317 -4.463
Br -3.323 -1.938 -3.967
C -0.873 -1.682 -2.363
F -0.083 -0.952 -1.344
F -1.540 -2.914 -1.797
Br 0.500 -2.423 -3.678
O -4.048 -1.728 -0.684
C -5.486 -1.976 -0.926
O -5.940 -3.173 -1.308
O -6.230 -0.706 -0.642
C -5.350 -0.103 0.414
N -5.610 -1.093 1.566
P -5.917 1.641 0.946
C -7.706 2.038 0.297
C -6.067 1.826 2.845
H 5.279 -0.984 -0.883
H 3.635 -0.980 -1.809
H 3.919 -2.187 -0.327
H 4.401 0.729 0.628
H 3.241 -0.602 1.319
H 1.894 1.303 1.853
H 2.634 2.671 0.783
H 0.373 3.512 0.675
H 0.073 2.281 -0.737
H -0.362 0.542 1.617
H -0.736 2.194 2.466
H -2.445 2.262 -0.137
H -2.971 2.154 1.676
H -3.106 -0.257 1.838
H -1.832 -0.627 0.498
H -4.142 1.688 -1.550
H -4.739 0.223 -2.572
H -2.467 1.447 -3.409
H -1.578 1.078 -1.789
H -6.642 -1.162 1.763
H -5.137 -0.778 2.442
H -8.136 1.168 -0.359
H -7.724 3.090 -0.254
H -8.429 2.141 1.242
H -7.121 1.374 3.173
H -6.057 2.962 3.170
H -5.240 1.278 3.466
C 9.654 -1.783 1.227
C 9.651 -2.246 -0.207
C 8.267 -1.840 -0.668
O 7.905 -0.672 0.082
C 8.848 -0.505 1.149
H 10.655 -1.631 1.638
H 9.133 -2.516 1.854
H 10.410 -1.695 -0.776
H 9.843 -3.315 -0.325
H 7.531 -2.620 -0.448
H 8.230 -1.617 -1.738
H 9.485 0.351 0.901
H 8.316 -0.286 2.080
```

Lowest unoccupied orbital energy (eV): 0.27
Net charge: 0
Frontier orbital gap (eV): 8.565
SMILES: CCOCCCCC[C@@]1(CC[C@](F)(Br)C(F)(F)Br)OC(=O)O[C@]1(N)P(C)C.C1CCOC1



A structure of composition C20H35F3N7OSTi. Source: the OMol25 dataset; level of theory: ωB97M-V/def2-TZVPD.

The geometry in XYZ format:
```
68
C20H35F3N7OSTi (ωB97M-V/def2-TZVPD)
Ti -0.338 0.316 -0.432
C 2.722 -0.600 -2.235
C 2.464 0.889 -1.948
N 1.567 1.159 -0.822
C 1.595 2.582 -0.437
C 0.681 2.820 0.769
N -0.604 2.113 0.610
C -1.724 3.016 0.270
C -1.703 3.482 -1.185
C -2.014 2.373 -2.186
N -0.968 1.330 -2.219
C -1.294 0.292 -3.217
C -0.116 -0.661 -3.338
N 0.256 -1.095 -1.978
C 1.626 -1.604 -1.839
H 3.633 -0.915 -1.723
H 2.934 -0.692 -3.301
H 2.040 1.367 -2.836
H 3.429 1.381 -1.786
H 1.838 0.618 0.004
H 1.272 3.179 -1.294
H 2.613 2.907 -0.193
H 0.520 3.895 0.893
H 1.188 2.460 1.658
H -0.862 1.664 1.493
H -1.714 3.884 0.937
H -2.649 2.473 0.445
H -0.741 3.946 -1.423
H -2.463 4.255 -1.305
H -2.133 2.806 -3.186
H -2.957 1.894 -1.925
H -0.113 1.790 -2.529
H -1.530 0.740 -4.189
H -2.174 -0.246 -2.865
H -0.368 -1.507 -3.981
H 0.729 -0.145 -3.794
H -0.382 -1.845 -1.717
H 1.777 -2.513 -2.430
H 1.751 -1.879 -0.791
F -4.298 -2.578 -1.364
C -4.098 -3.018 -0.107
F -4.992 -2.406 0.688
F -4.410 -4.326 -0.114
C -2.681 -2.815 0.362
C -1.983 -3.881 0.907
C -0.656 -3.680 1.276
C -0.078 -2.450 1.075
N -0.744 -1.376 0.585
C -2.062 -1.555 0.274
S -2.817 -0.108 -0.258
H -2.462 -4.842 1.026
H -0.076 -4.486 1.703
H 0.960 -2.299 1.335
C 3.984 -1.409 3.952
N 2.794 -0.796 3.387
C 1.652 -0.435 4.051
C 0.809 0.086 3.113
N 1.414 0.053 1.881
C 2.603 -0.485 2.090
H 3.893 -1.440 5.033
H 4.868 -0.830 3.690
H 4.104 -2.426 3.580
H 1.533 -0.574 5.111
H -0.194 0.453 3.252
H 3.357 -0.667 1.337
O -2.359 0.864 2.751
H -2.833 0.509 1.970
H -3.017 0.987 3.443
```

Lowest unoccupied orbital energy (spin up / spin down) (eV): -2.10 / -2.10
Net charge: +1
Frontier orbital gap (spin up / spin down) (eV): 5.874 / 8.420
2S+1: 3



A structure of composition C20H36B2F14NO16S2Zr2. Source: the OMol25 dataset; level of theory: ωB97M-V/def2-TZVPD.

The geometry in XYZ format:
```
93
C20H36B2F14NO16S2Zr2 (ωB97M-V/def2-TZVPD)
Zr 2.239 -4.812 9.485
Zr -2.889 -6.348 8.643
N 1.346 -6.258 10.602
S 1.481 -7.776 10.984
O 0.671 -8.748 10.326
O 1.990 -7.985 12.337
F 2.805 -7.898 10.112
S -0.281 -6.251 11.284
O -0.633 -6.873 12.542
O -1.296 -6.251 10.225
F -0.365 -4.644 11.583
B 2.916 -3.607 11.203
H 3.446 -4.543 11.276
H 3.272 -3.026 12.040
H 3.168 -3.181 10.244
H 1.843 -3.716 11.220
B -3.402 -8.109 9.868
H -3.967 -8.889 10.355
H -2.360 -8.364 9.757
H -3.779 -7.961 8.868
H -3.532 -7.177 10.397
O 0.550 -3.523 9.018
C -0.520 -2.581 8.921
C -1.939 -3.007 8.407
O -2.591 -4.211 8.866
H -0.246 -1.717 8.316
H -0.661 -2.244 9.948
H -1.809 -3.113 7.330
H -2.598 -2.139 8.404
O -1.136 -7.105 7.630
C 0.050 -7.576 7.059
C 1.238 -6.564 6.691
O 2.014 -6.038 7.719
H -0.171 -8.055 6.105
H 0.505 -8.421 7.576
H 0.762 -5.760 6.130
H 1.877 -7.096 5.987
C 6.346 -7.401 6.000
C 5.482 -6.742 7.060
O 6.007 -6.988 8.341
C 5.477 -6.473 9.402
O 4.458 -5.744 9.454
C 6.218 -6.902 10.753
F 5.686 -6.179 11.686
F 6.089 -8.168 10.992
F 7.521 -6.658 10.737
H 7.373 -7.068 6.148
H 5.951 -7.153 5.015
H 6.481 -8.482 6.041
H 4.486 -7.104 6.804
H 5.469 -5.655 6.979
C -4.660 -7.169 15.443
C -3.794 -6.714 14.287
O -4.074 -5.326 14.183
C -3.741 -4.552 12.956
O -3.308 -5.068 11.921
C -4.096 -3.045 13.119
F -4.111 -2.657 14.341
F -3.183 -2.402 12.391
F -5.247 -2.765 12.486
H -4.683 -8.259 15.416
H -5.707 -6.936 15.253
H -4.466 -6.754 16.432
H -4.215 -7.179 13.395
H -2.713 -6.820 14.374
C 2.647 -11.413 9.566
C 2.799 -11.179 8.092
O 3.799 -11.888 7.394
C 3.572 -13.222 7.219
O 2.505 -13.778 7.368
C 4.838 -13.971 6.624
F 5.857 -13.171 6.428
F 5.349 -14.869 7.462
F 4.488 -14.648 5.512
H 3.552 -11.066 10.065
H 2.790 -12.433 9.922
H 1.739 -10.941 9.942
H 3.027 -10.129 7.907
H 1.861 -11.288 7.547
C 6.138 -11.564 13.534
C 5.408 -10.389 12.787
O 4.315 -9.892 13.566
C 3.164 -10.692 13.621
O 2.951 -11.687 12.920
C 2.115 -10.197 14.684
F 0.956 -9.930 14.028
F 1.974 -11.187 15.550
F 2.483 -9.145 15.381
H 5.635 -12.530 13.483
H 6.230 -11.350 14.599
H 7.142 -11.615 13.114
H 5.050 -10.744 11.820
H 6.121 -9.576 12.659
```

Lowest unoccupied orbital energy (eV): -5.14
Net charge: +1
Frontier orbital gap (eV): 7.239



A structure of composition C20H36Br21NO2P2. Source: the OMol25 dataset; level of theory: ωB97M-V/def2-TZVPD.

The geometry in XYZ format:
```
82
C20H36Br21NO2P2 (ωB97M-V/def2-TZVPD)
C 5.939 -2.789 3.569
C 6.683 -2.087 2.436
C 6.452 -0.577 2.316
C 5.003 -0.097 2.337
C 4.954 1.444 2.336
C 3.860 2.063 1.463
C 2.456 2.081 2.099
C 1.356 1.643 1.134
C -0.049 2.011 1.594
C -0.670 1.054 2.633
C -1.843 0.238 2.076
P -1.439 -1.498 1.609
C -2.339 -2.437 2.912
C -1.889 -3.861 2.972
O -2.114 -4.601 3.909
P -2.694 -1.539 -0.172
N -4.208 -0.957 0.463
O -3.034 -3.153 -0.160
H 6.072 -3.868 3.477
H 4.871 -2.586 3.566
H 6.347 -2.508 4.540
H 7.750 -2.238 2.615
H 6.438 -2.570 1.489
H 6.871 -0.264 1.356
H 7.008 -0.062 3.105
H 4.471 -0.475 1.461
H 4.505 -0.469 3.232
H 5.919 1.811 1.979
H 4.827 1.804 3.359
H 4.161 3.090 1.247
H 3.810 1.534 0.510
H 2.447 1.511 3.031
H 2.222 3.117 2.362
H 1.415 0.575 0.905
H 1.550 2.163 0.191
H -0.051 3.033 1.979
H -0.705 2.013 0.719
H 0.098 0.415 3.071
H -1.066 1.652 3.458
H -2.290 0.762 1.228
H -2.642 0.170 2.819
H -3.424 -2.433 2.766
H -2.159 -1.970 3.882
H -1.356 -4.273 2.104
H -4.282 0.007 0.146
H -4.992 -1.462 0.063
H -3.813 -3.331 -0.695
C -4.810 3.147 1.703
Br -4.571 2.503 -0.095
Br -3.339 4.254 2.236
Br -6.497 4.043 1.906
H -4.824 2.282 2.351
C 1.015 -6.975 0.683
Br -0.339 -6.630 2.001
Br 0.653 -6.016 -0.945
Br 2.762 -6.552 1.358
H 1.003 -8.030 0.458
C -0.224 -3.458 -4.575
Br -0.860 -2.931 -2.844
Br 1.506 -2.714 -4.950
Br -0.229 -5.370 -4.772
H -0.912 -3.058 -5.306
C -4.986 6.674 -0.472
Br -3.106 7.004 -0.689
Br -5.904 8.215 0.214
Br -5.777 6.035 -2.101
H -5.090 5.891 0.264
C -6.932 3.437 -5.413
Br -6.120 2.757 -3.809
Br -6.387 5.244 -5.761
Br -6.594 2.296 -6.921
H -7.999 3.448 -5.250
C 3.808 2.428 -3.205
Br 2.727 3.698 -2.252
Br 5.582 3.101 -3.501
Br 3.843 0.722 -2.325
H 3.353 2.281 -4.173
C -2.427 -1.729 -7.895
Br -3.047 -1.205 -6.152
Br -0.701 -0.985 -8.280
Br -2.431 -3.640 -8.094
H -3.122 -1.327 -8.617
```

Lowest unoccupied orbital energy (eV): -0.54
Net charge: 0
Frontier orbital gap (eV): 7.750



A structure of composition C20H36Br2Cl3CsF8N2NaO11PS. Source: the OMol25 dataset; level of theory: ωB97M-V/def2-TZVPD.

The geometry in XYZ format:
```
86
C20H36Br2Cl3CsF8N2NaO11PS (ωB97M-V/def2-TZVPD)
C 4.586 -1.882 1.046
C 3.990 -0.755 0.138
C 4.147 -0.996 -1.379
C 2.870 -1.551 -2.085
N 1.620 -0.897 -1.603
P 0.529 -1.917 -0.845
C -0.475 -1.036 0.445
C -0.268 0.485 0.497
O -0.225 0.878 1.871
C -1.568 1.028 2.425
C -1.839 -0.162 3.408
C 1.290 -3.360 -0.016
O 1.464 -4.412 -0.934
C 0.900 -5.641 -0.471
C 1.744 -6.316 0.649
C -0.719 -2.420 -2.114
F -1.741 -2.908 -1.420
F -0.228 -3.298 -2.991
C -1.155 -1.137 -2.940
F -1.216 -0.004 -2.172
F -2.319 -1.376 -3.425
F -0.284 -0.937 -3.955
H 5.571 -1.636 1.451
H 4.599 -2.838 0.500
H 3.866 -2.051 1.866
H 2.962 -0.549 0.470
H 4.572 0.157 0.363
H 4.320 -0.013 -1.843
H 5.028 -1.625 -1.544
H 2.842 -2.649 -2.090
H 2.983 -1.256 -3.138
H 1.183 -0.323 -2.314
H -0.128 -1.427 1.415
H -1.535 -1.335 0.368
H -1.097 1.006 -0.037
H 0.685 0.832 0.065
H -1.538 1.942 3.035
H -2.346 1.104 1.656
H -0.879 -0.667 3.576
H -2.219 0.242 4.348
H -2.524 -0.865 2.922
H 2.266 -3.157 0.453
H 0.595 -3.692 0.774
H -0.144 -5.499 -0.143
H 0.834 -6.374 -1.284
H 2.397 -7.079 0.212
H 1.090 -6.819 1.374
H 2.332 -5.569 1.203
C 1.412 1.828 5.015
Cl 1.314 3.590 5.022
Cl 2.964 1.290 5.701
Cl 0.079 1.121 5.894
H 1.359 1.490 3.978
C -0.468 -2.398 -7.117
C -1.332 -1.186 -6.874
O -1.631 -0.681 -8.182
S -1.721 -1.920 -9.208
O -3.082 -2.268 -9.381
O -0.869 -1.638 -10.310
O -1.024 -3.020 -8.279
H 0.565 -2.108 -7.346
H -0.478 -3.084 -6.274
H -0.816 -0.435 -6.281
H -2.273 -1.455 -6.389
Br -4.224 -1.493 -1.945
C -3.514 8.431 6.433
C -2.048 8.235 6.723
O -1.446 7.232 5.834
C -1.103 7.643 4.636
O -1.222 8.745 4.193
C -0.465 6.480 3.870
F -1.160 5.333 3.993
F 0.787 6.216 4.316
F -0.360 6.718 2.560
H -4.041 7.475 6.482
H -3.998 9.154 7.186
H -3.668 8.834 5.434
H -1.919 7.851 7.734
H -1.495 9.172 6.659
Na -0.667 2.772 -0.914
Br -5.616 10.231 7.310
Cs 3.384 1.734 3.419
N -2.017 -5.291 -5.420
O -2.731 -5.941 -4.643
O -2.231 -4.065 -5.600
O -1.065 -5.841 -6.015
```

Lowest unoccupied orbital energy (eV): -4.23
Net charge: 0
Frontier orbital gap (eV): 1.242



no.,strongest force on any atom (Eh/bohr)
1,0.031
2,0.185
3,0.044
4,0.182
5,0.024
6,0.244